[1]
Formula: C2H6N4O
Source: the Open Molecules 2025 dataset
Level of theory: ωB97M-V with the def2-TZVPD basis set

The geometry in XYZ format:
```
13
Properties=species:S:1:pos:R:3:mulliken_charge:R:1
C -1.57 0.09 -0.50 -0.76
O -0.80 -0.71 -1.34 -0.24
N 0.34 -1.20 -0.83 0.12
N 0.12 -1.98 0.53 -0.21
N 0.82 -1.57 1.38 -0.03
C 1.66 -0.56 0.91 -0.22
N 1.32 -0.17 -0.44 -0.33
H -1.62 -0.09 0.53 0.37
H -2.51 0.10 -1.15 0.27
H -1.25 1.17 -0.61 0.28
H 1.70 0.34 1.59 0.25
H 2.73 -1.05 1.00 0.21
H 0.86 0.79 -0.39 0.29
```

gap between HOMO and LUMO = 9.77 eV
HOMO energy = -9.04 eV
2S+1 = 1
SMILES string = CON1N=NCN1
strongest force on any atom = 5.369 eV/A
calculated total energy = -10173.61779 eV

***

[2]
Formula: C2H11N2O
Source: the Open Molecules 2025 dataset
Level of theory: ωB97M-V with the def2-TZVPD basis set

The geometry in XYZ format:
```
16
Properties=species:S:1:pos:R:3:mulliken_charge:R:1
N -0.81 -0.08 -0.30 -0.25
C 0.60 -0.20 0.20 -0.60
C 1.20 1.17 0.36 -0.50
N 0.41 1.94 1.30 -0.57
H -1.41 0.38 0.39 0.43
H -0.86 0.55 -1.09 0.36
H -1.21 -1.00 -0.59 0.27
H 0.50 -0.69 1.16 0.33
H 1.13 -0.91 -0.41 0.32
H 2.25 1.03 0.64 0.37
H 1.33 1.67 -0.60 0.37
H 0.96 2.24 2.09 0.24
H 0.08 2.79 0.85 0.24
H -1.38 -3.03 -2.13 0.33
H -1.70 -3.14 -0.62 0.34
O -1.09 -2.72 -1.26 -0.70
```

gap between HOMO and LUMO = 10.85 eV
charge = +1
HOMO energy = -14.07 eV
2S+1 = 1
strongest force on any atom = 1.260 eV/A
calculated total energy = -7274.04038 eV